The following is a quantum chemistry calculation of a 2-piece molecular cluster, C14H16 overall, from OMol25.

Results
energy relative to the best compared isomer or geometry (same formula, charge and spin): 0.451 eV
<S²>: 0.766
E_HOMO (spin up / spin down): -12.13 / -12.09 eV
total charge: +1
gap between HOMO and LUMO (spin up / spin down): 8.25 / 4.27 eV
spin multiplicity: 2

Element x y z (Å)
C  -2.56131  -0.17850  -1.87965
C  0.60591  -2.57373  -0.31115
C  -0.67912  -2.72078  0.20692
C  0.84305  -1.59333  -1.25747
C  -1.69071  -1.83504  -0.14076
C  -0.20085  -0.82985  -1.78738
C  -1.45937  -0.98478  -1.20695
H  1.46356  -2.99401  0.19823
H  -0.86983  -3.58413  0.82281
H  1.84466  -1.40504  -1.63091
H  -2.63665  -1.83962  0.38148
H  -0.03148  -0.10055  -2.56401
H  -3.58799  -0.43487  -1.61449
H  -2.51875  -0.34600  -2.95295
H  -2.43450  0.88358  -1.68039
C  2.94778  1.38709  0.19464
C  1.36310  1.02456  2.11560
C  1.57220  1.37034  0.73787
C  0.10099  0.82011  2.62333
C  0.47714  1.69517  -0.08582
C  -0.92960  1.35952  1.86142
C  -0.74032  1.82470  0.51624
H  2.22138  0.93374  2.71196
H  -0.09671  0.35088  3.56926
H  3.72122  0.73680  0.59988
H  3.26440  2.42089  0.41458
H  0.63014  1.84570  -1.14375
H  -1.94150  1.45507  2.23608
H  -1.61111  2.10261  -0.05854
H  2.93424  1.20946  -0.87608

These are the natural (NBO) partial charges, in e, on atoms 1 to 4:
1 C -0.637
2 C -0.231
3 C -0.180
4 C -0.182